No. 1
C44H37ClCsP2Si | ωB97M-V/def2-TZVPD

Output
Spin multiplicity: 1
Charge: -1
HOMO, eV: -3.4
E_tot, eV: -85753.502

Last column: Löwdin charge in e.
Cartesian coordinates (Å):
Cs  -0.83948  -1.99655  0.41416  1.35
C  -0.56625  1.20417  0.62690  -0.39
Si  -1.38789  2.77740  1.42113  0.69
C  -3.19191  1.98297  1.63967  -0.31
C  -4.15516  2.90646  1.19796  -0.16
C  -5.50074  2.61812  1.01102  -0.10
C  -5.93700  1.32398  1.21252  -0.10
C  -5.02381  0.37836  1.65189  -0.17
C  -3.67834  0.68342  1.92832  -0.34
P  -3.13927  -0.86138  2.84783  1.06
C  -3.81585  -0.38721  4.48822  -0.36
C  -4.84839  -1.13843  5.04114  -0.11
C  -5.37618  -0.80568  6.28399  -0.10
C  -4.87323  0.28206  6.98169  -0.10
C  -3.83907  1.03561  6.43818  -0.07
C  -3.31111  0.69971  5.20131  -0.07
C  -1.40775  -1.22422  3.42303  -0.47
C  -0.18175  -0.56616  3.32171  -0.14
C  0.97855  -1.17847  3.79175  -0.08
C  0.92863  -2.41447  4.41404  -0.08
C  -0.28767  -3.06877  4.54414  -0.08
C  -1.43486  -2.48849  4.03347  -0.15
C  -0.86924  3.01376  3.31891  -0.34
C  -1.95776  3.46131  4.09456  -0.17
C  -1.82172  4.07534  5.32582  -0.10
C  -0.55067  4.31302  5.84073  -0.10
C  0.54714  3.88688  5.11673  -0.12
C  0.40364  3.21646  3.89343  -0.42
P  1.89096  2.65920  2.98471  1.11
C  2.46334  4.21191  2.19374  -0.37
C  1.77323  5.41623  2.30815  -0.08
C  2.20977  6.54451  1.62533  -0.09
C  3.33730  6.48649  0.82069  -0.10
C  4.01980  5.28524  0.68100  -0.10
C  3.57404  4.15504  1.34979  -0.13
C  3.09802  2.40547  4.35052  -0.37
C  4.36565  2.98254  4.39536  -0.09
C  5.25884  2.66734  5.41360  -0.10
C  4.90231  1.77141  6.40867  -0.11
C  3.63958  1.19241  6.37873  -0.09
C  2.75268  1.50371  5.36139  -0.12
H  -1.11824  0.30389  0.85625  -0.19
H  0.48261  1.03624  0.87968  -0.01
H  -0.62013  1.34292  -0.46130  0.01
H  -3.80351  3.90605  0.96356  0.06
H  -6.18327  3.39014  0.67507  0.09
H  -6.96567  1.03790  1.02941  0.09
H  -5.38015  -0.63574  1.80954  0.07
H  -5.24378  -1.98517  4.49173  0.10
H  -6.18058  -1.39703  6.70420  0.09
H  -5.28459  0.54311  7.94921  0.10
H  -3.43752  1.88667  6.97426  0.10
H  -2.49855  1.28640  4.78422  0.09
H  -0.11442  0.40750  2.86019  0.05
H  1.92620  -0.67020  3.65843  0.10
H  1.83952  -2.87416  4.77657  0.11
H  -0.34117  -4.04035  5.01924  0.10
H  -2.38067  -3.01671  4.10328  0.09
H  -2.96144  3.32552  3.70007  0.08
H  -2.70458  4.38462  5.87471  0.10
H  -0.41763  4.82364  6.78709  0.09
H  1.53778  4.07213  5.51067  0.10
H  0.88270  5.46906  2.92045  0.10
H  1.65583  7.47017  1.71883  0.10
H  3.67392  7.36781  0.28851  0.09
H  4.88788  5.22206  0.03640  0.10
H  4.08658  3.21022  1.20428  0.10
H  4.66116  3.69804  3.64180  0.09
H  6.23652  3.13385  5.42696  0.10
H  5.59647  1.52827  7.20332  0.09
H  3.34258  0.49563  7.15337  0.10
H  1.76558  1.05308  5.35830  0.10
Cl  1.66659  -2.89811  -2.33294  0.63
C  0.69116  -3.92004  -1.28834  -0.77
C  -0.52712  -4.34967  -1.76500  -0.24
C  -1.44070  -5.00715  -0.93982  -0.20
C  -1.02736  -5.29208  0.37501  -0.19
C  0.19461  -4.88653  0.85163  -0.18
C  1.13323  -4.09623  0.07502  -0.58
C  2.21282  -3.46511  0.63960  -0.09
H  -0.78204  -4.12370  -2.79410  0.10
H  -2.38896  -5.35230  -1.32587  0.08
H  -1.69083  -5.83910  1.03685  0.10
H  0.46573  -5.09444  1.88142  0.10
H  2.91783  -2.91418  0.03645  0.00
H  2.43843  -3.64821  1.68273  0.03

No. 2
C9H25N4O | ωB97M-V/def2-TZVPD

Output
Spin multiplicity: 1
Charge: +1
Energy above the lowest of the compared OMol25 structures with the same formula, charge and spin, kJ/mol: 504.6
HOMO (alpha / beta), eV: -11.3 / -11.3
E_tot, eV: -17734.351

Last column: Löwdin charge in e.
Cartesian coordinates (Å):
C  1.78082  3.10420  -3.67613  -0.08
C  -3.93455  1.08850  0.59576  -0.02
C  -0.99301  -2.47068  -1.54549  -0.02
C  1.66173  0.96404  0.31193  -0.07
C  1.99743  -1.96170  2.98032  -0.20
C  -0.36401  -2.26077  3.35585  -0.11
C  1.01225  1.85821  -3.12432  -0.19
C  -2.36814  0.85373  0.93114  -0.20
C  -0.96711  -0.06304  -0.79455  -0.08
N  -0.51490  -1.05546  -1.49332  -0.02
N  1.54157  1.42509  -1.83504  -0.04
N  0.95266  1.52274  -0.74925  0.01
N  0.72044  -1.38412  2.92622  -0.24
O  -1.94630  -0.28878  0.17672  -0.11
H  1.63104  4.04027  -3.12205  0.08
H  2.83727  2.89163  -3.82474  0.06
H  1.50539  3.25420  -4.78738  0.11
H  -4.25117  1.72594  1.36054  0.05
H  -4.20980  1.43409  -0.41643  0.08
H  -4.30744  0.10123  0.69594  0.06
H  -1.82771  -2.56199  -0.80494  0.09
H  -1.35098  -2.82119  -2.51003  0.08
H  -0.10387  -3.11516  -1.15496  0.12
H  2.52279  0.42793  -0.02000  0.08
H  2.08687  1.93760  0.80766  0.17
H  1.14146  0.31662  0.91425  0.04
H  1.98660  -2.88450  2.31020  0.10
H  2.64871  -1.22249  2.47118  0.06
H  2.53775  -2.24066  3.94822  0.10
H  -0.27452  -3.12831  2.79277  0.05
H  -0.23407  -2.36527  4.44480  0.09
H  -1.34913  -1.71969  3.24247  0.09
H  -0.06985  2.13824  -3.07187  0.14
H  1.15854  0.99251  -3.83464  0.14
H  -2.34809  0.50589  2.03762  0.13
H  -1.59596  1.53460  0.94263  0.07
H  0.22934  -0.75093  -2.07980  0.09
H  2.31164  0.66092  -1.82866  0.20
H  0.74631  -0.48340  3.42739  0.11

No. 3
C4H6OS | ωB97M-V/def2-TZVPD

Output
Spin multiplicity: 1
Energy above the lowest of the compared OMol25 structures with the same formula, charge and spin, kJ/mol: 276.7
HOMO, eV: -8.5
E_tot, eV: -17125.262
SMILES: C1O[C@H]2C[C@H]2S1

Last column: Löwdin charge in e.
Cartesian coordinates (Å):
C  -0.06348  -1.28772  -0.68951  -0.49
O  -0.99836  -1.13942  0.34946  -0.12
C  -1.07264  0.27380  0.59948  -0.32
C  -0.04320  0.83399  1.61937  -0.06
C  0.00153  1.13229  0.04257  -0.53
S  1.05719  0.14287  -0.93621  0.90
H  -0.60915  -1.52464  -1.69409  0.11
H  0.61443  -2.21801  -0.53043  0.11
H  -2.04650  0.72357  1.08777  0.18
H  -0.36818  1.71540  2.18722  0.10
H  0.74133  0.33722  2.02721  0.06
H  -0.19334  2.08183  -0.32553  0.07